1.
Molecular formula: C8H14N2O
Method: DFT, ωB97M-V/def2-TZVPD

Structure (ORCA input):
```
! RIJCOSX wB97M-V def2-TZVPD def2/J DEFGRID3
* xyz 0 1
C -0.98156 -0.43300 1.33951
C 1.07843 0.92993 1.01670
C -1.39172 -0.01761 -1.16290
C 0.56568 -0.48975 1.42310
C -1.30537 0.51641 0.25970
C -0.05369 1.50409 0.15862
C 0.26370 1.59173 -1.29576
C 0.98524 -1.63736 0.49351
N -0.43028 0.72621 -1.97978
N -0.44666 0.60228 -3.22857
O 2.12973 -2.31390 1.06319
H -1.20356 -1.52432 1.22454
H -1.36350 -0.14963 2.28811
H 1.32210 1.37549 2.04434
H 2.04592 0.89872 0.41132
H -1.09719 -1.09213 -1.13926
H -2.44431 0.06573 -1.73880
H 0.72415 -0.68096 2.48075
H -2.19398 1.15661 0.56082
H -0.17796 2.55049 0.60520
H 0.92555 2.27310 -1.77152
H 0.18097 -2.35867 0.43176
H -1.13970 -0.05957 -3.60632
H 1.02400 -1.22286 -0.44685
H 2.98402 -2.21101 0.56858
*
```

Properties
Energy relative to the best compared isomer or geometry (same formula, charge and spin) (kcal per mole): 80.54
Gap between HOMO and LUMO (eV): 8.195



2.
Molecular formula: C8H14N2O4
Method: DFT, ωB97M-V/def2-TZVPD

Structure (ORCA input):
```
! RIJCOSX wB97M-V def2-TZVPD def2/J DEFGRID3
* xyz 0 1
O -3.21791 1.01329 2.04260
C -2.31308 0.28704 2.34328
O -2.25941 -0.45362 3.37133
C -0.89638 0.36114 1.61117
C 0.28144 0.29034 2.60326
O 0.23809 -0.98157 3.38500
N -0.94807 1.24637 0.45250
C -0.89909 0.94232 -0.87912
O -1.23134 1.70016 -1.79095
C -0.28627 -0.37441 -1.37630
C 1.11467 -0.20120 -0.85019
C 1.94763 -0.87790 -2.12998
C 1.17074 -0.41826 -3.37289
N -0.14916 -0.43127 -2.84947
H -1.21799 -0.74092 3.35433
H -0.90831 -0.54895 1.14597
H 1.12699 0.46765 1.88011
H 0.24529 1.10125 3.37315
H 0.75275 -0.79488 4.11646
H -1.57601 2.08928 0.52639
H -0.83538 -1.24935 -0.87621
H 1.48911 0.84699 -0.79055
H 1.48186 -0.69246 0.05545
H 1.93785 -1.95628 -2.05055
H 3.02310 -0.41330 -2.10183
H 1.52867 0.71238 -3.64047
H 1.13819 -1.22234 -4.17498
H -0.73798 0.29851 -3.37752
*
```

Properties
Energy relative to the best compared isomer or geometry (same formula, charge and spin) (kcal per mole): 77.59
Gap between HOMO and LUMO (eV): 8.765
SMILES: O=C(O)[C@H](CO)NC(=O)[C@@H]1CCCN1



3.
Molecular formula: C8H14N3O3SZr
Method: DFT, ωB97M-V/def2-TZVPD

Structure (ORCA input):
```
! RIJCOSX wB97M-V def2-TZVPD def2/J DEFGRID3
* xyz 1 1
C -2.30151 1.21556 -2.26457
Zr 0.56984 0.15441 -1.99819
N 0.96910 2.21949 -1.01036
N 0.59272 1.59859 -4.03691
H 1.84005 2.13017 -0.48072
H -2.08991 2.05183 -1.60448
H -3.01586 0.54053 -1.73836
H -1.38829 0.51749 -2.65642
H -2.82671 1.59028 -3.15693
H 1.51515 1.53643 -4.46407
H 0.42403 2.58608 -3.80569
H -0.09107 1.35464 -4.76814
H 1.08709 3.09717 -1.53201
H 0.20836 2.37699 -0.33601
O -2.69437 -0.99190 0.70190
S -1.52166 -0.26283 1.11612
O -1.63676 1.10660 1.56328
N -0.31093 -0.29252 -0.17766
C 0.83750 -0.97686 0.19268
O 1.67144 -1.07648 -0.84665
C 0.84610 -1.44849 1.48728
C 1.90258 -2.12317 2.12953
C 1.71034 -2.52561 3.43913
C 0.48507 -2.26556 4.09022
C -0.57158 -1.60068 3.44096
C -0.37488 -1.19363 2.12673
H 2.81598 -2.31654 1.56870
H 2.51755 -3.03585 3.96736
H 0.35121 -2.59097 5.12187
H -1.52058 -1.37516 3.93140
*
```

Properties
Energy relative to the best compared isomer or geometry (same formula, charge and spin) (kcal per mole): 40.03
Gap between HOMO and LUMO (spin up / spin down) (eV): 4.814 / 4.552



4.
Molecular formula: C8H14N4S
Method: DFT, ωB97M-V/def2-TZVPD

Structure (ORCA input):
```
! RIJCOSX wB97M-V def2-TZVPD def2/J DEFGRID3
* xyz 0 1
H 3.64017 -0.89487 -1.68620
N 4.14395 -0.88509 -0.76808
N 3.57680 -0.28676 0.15746
C 2.53678 0.55682 0.07431
S 2.25369 1.23453 1.60382
C 1.88647 0.75962 -1.06630
C 1.77195 0.66769 -2.34634
H 3.24356 0.47340 2.01034
H 0.94613 -0.10509 -2.69872
H 2.14217 1.31105 -3.07890
C -3.26000 1.07534 1.86616
C -2.39626 0.06379 1.57013
C -2.36085 -0.83263 0.43769
C -0.94170 -0.72211 -0.09669
C 0.00708 -1.79456 0.20029
N -0.42109 0.26874 -0.67615
N -1.04947 1.43532 -1.09570
H -3.20618 1.74173 2.68776
H -4.23431 1.16545 1.27825
H -1.46388 0.00440 2.03042
H -3.03256 -0.65668 -0.42609
H -2.55281 -1.87264 0.91772
H -0.17204 -2.56533 -0.52314
H 1.06037 -1.50748 0.11314
H -0.22192 -2.32008 1.21426
H -0.22017 1.97122 -1.28338
H -1.67589 1.71420 -0.41604
*
```

Properties
Energy relative to the best compared isomer or geometry (same formula, charge and spin) (kcal per mole): 157.31
Gap between HOMO and LUMO (eV): 8.027
SMILES: [H]/N=N\C(S)=C=C.C=CC/C(C)=N\N



5.
Molecular formula: C8H14NO
Method: DFT, ωB97M-V/def2-TZVPD

Structure (ORCA input):
```
! RIJCOSX wB97M-V def2-TZVPD def2/J DEFGRID3
* xyz 1 1
C 0.92085 -2.31228 -0.32767
C -2.15604 -0.06184 -1.05569
C -1.88349 1.43434 -1.21553
C -0.69838 0.50192 1.30520
C 0.28904 0.40818 0.13712
C -1.19758 0.58807 -0.13381
C -0.17052 -2.90008 0.32876
C 2.63603 1.32447 0.53195
N 1.33144 1.43501 -0.15402
O 1.97814 -2.23186 -0.84102
H -3.23379 -0.34839 -0.60363
H -1.98444 -0.73306 -1.79326
H -1.21217 1.77384 -1.95988
H -2.51477 2.19981 -0.89945
H -0.98072 -0.41587 1.75816
H -0.69434 1.37788 1.90257
H 0.02007 -2.92226 1.32987
H -0.29961 -3.91635 0.22866
H -1.18888 -2.33177 0.02014
H 3.35294 2.13955 0.64442
H 2.27395 1.05206 1.62024
H 3.05311 0.42065 0.21142
H 1.46528 1.25584 -1.13744
H 0.89388 2.26213 0.10288
*
```

Properties
Energy relative to the best compared isomer or geometry (same formula, charge and spin) (kcal per mole): 174.12
Gap between HOMO and LUMO (spin up / spin down) (eV): 7.094 / 7.304



6.
Molecular formula: C8H14NO7S
Method: DFT, ωB97M-V/def2-TZVPD

Structure (ORCA input):
```
! RIJCOSX wB97M-V def2-TZVPD def2/J DEFGRID3
* xyz 1 1
O 0.57086 -3.82668 0.48608
C 0.11868 -3.87881 -0.55782
N -0.42604 -3.92775 -1.68343
S -0.75267 -2.41324 -2.30207
C -2.47304 -2.14061 -1.70146
O -2.28620 -1.87066 -0.36889
C -2.62755 -0.51788 0.02075
O -2.05696 0.40431 -0.81684
C -0.69578 0.73257 -0.49563
C -0.37571 2.07087 -1.12548
O -0.56672 2.07560 -2.51709
H -0.84848 -2.67677 -3.62490
H -3.02278 -3.07468 -1.81349
H -2.95495 -1.36309 -2.29216
H -3.71016 -0.41108 0.04628
H -2.26433 -0.42390 1.04183
H -0.53683 0.81373 0.57821
H -0.02373 0.00101 -0.93732
H -0.95487 2.85088 -0.61980
H 0.67464 2.27874 -0.93778
H -1.44910 1.74822 -2.72384
C 2.96360 1.07036 3.13474
C 2.63608 2.33557 2.36897
O 2.60801 1.86709 1.01210
C 2.35511 0.54235 1.02826
O 2.10824 -0.10734 0.05892
O 2.41480 0.05249 2.28239
H 2.50614 1.03153 4.11893
H 4.03648 0.90331 3.23164
H 1.65316 2.73626 2.62186
H 3.38009 3.11758 2.48705
*
```

Properties
Energy relative to the best compared isomer or geometry (same formula, charge and spin) (kcal per mole): 5.35
Gap between HOMO and LUMO (eV): 8.994



7.
Molecular formula: C8H14O4P
Method: DFT, ωB97M-V/def2-TZVPD

Structure (ORCA input):
```
! RIJCOSX wB97M-V def2-TZVPD def2/J DEFGRID3
* xyz -1 1
C -3.25887 1.34057 -0.97945
C -2.04132 0.72751 -0.36810
C -1.24105 1.38670 0.45603
C 0.06863 1.01365 0.93778
C 0.93690 2.16340 1.36537
O 0.69085 0.06498 0.05592
P 1.75551 -0.99762 0.70657
C 1.45576 -2.89845 0.81413
C 2.58919 -1.25626 -1.03332
O 2.67237 -0.39195 1.65157
O 0.30047 -1.01799 2.26958
C -0.09164 0.15503 2.37284
O -0.50350 0.78964 3.31936
H -3.80528 2.12667 -0.40370
H -3.99043 0.62650 -1.22435
H -2.98879 1.76703 -1.93993
H -1.87950 -0.27831 -0.75021
H -1.50479 2.40017 0.64697
H 1.93565 1.83839 1.86280
H 1.15844 2.63744 0.45654
H 0.45618 2.54326 2.18120
H 2.07608 -3.44035 1.54173
H 0.47870 -2.92753 1.15846
H 1.68962 -3.26425 -0.15368
H 2.97011 -0.36123 -1.39283
H 3.49316 -1.91073 -0.89324
H 2.00486 -1.88749 -1.66083
*
```

Properties
Energy relative to the best compared isomer or geometry (same formula, charge and spin) (kcal per mole): 0.00
Gap between HOMO and LUMO (eV): 7.999
SMILES: C/C=C/[C@]1(C)OP(C)(C)([O-])OC1=O



8.
Molecular formula: C8H14O9Sr
Method: DFT, ωB97M-V/def2-TZVPD

Structure (ORCA input):
```
! RIJCOSX wB97M-V def2-TZVPD def2/J DEFGRID3
* xyz -2 1
Sr 0.16628 0.09164 0.09538
C 0.72641 -4.35080 -0.58008
C 0.78698 -2.83533 -0.42643
O 0.89666 -2.30412 0.70681
O 0.61806 -2.15627 -1.46708
H 1.34364 -4.66531 -1.42552
H -0.29320 -4.66248 -0.80431
H 1.10742 -4.82988 0.32386
C -3.89379 1.16151 -1.81945
C -2.60541 0.85446 -1.05751
O -2.06676 1.77756 -0.40209
O -2.09731 -0.28521 -1.20362
H -3.67206 1.08347 -2.88994
H -4.21871 2.18810 -1.65321
H -4.67219 0.42444 -1.61626
C 2.89793 1.93349 -3.04387
C 1.94273 1.40323 -1.98238
O 0.71319 1.52316 -2.17033
O 2.43788 0.86496 -0.95642
H 2.69731 2.97862 -3.29288
H 2.76440 1.35597 -3.96454
H 3.94792 1.85174 -2.75959
C 1.00500 1.38216 4.40199
C 0.88249 1.05908 2.90947
O 0.46529 1.98937 2.16968
O 1.23508 -0.06261 2.49123
H 0.90363 0.47109 4.99897
H 0.26775 2.11593 4.71873
H 2.01213 1.77628 4.56220
O -1.77094 -0.55330 1.93677
H -2.65090 -0.18711 1.81277
H -1.87694 -1.39389 2.38763
*
```

Properties
Gap between HOMO and LUMO (eV): 7.458



9.
Molecular formula: C8H14OPRh
Method: DFT, ωB97M-V/def2-TZVPD

Structure (ORCA input):
```
! RIJCOSX wB97M-V def2-TZVPD def2/J DEFGRID3
* xyz 0 5
C -0.97967 -1.81613 -1.64092
C 0.25876 -2.34885 -2.21260
C 0.99225 -2.99534 -1.17816
C 0.19228 -3.20458 -0.01920
C -1.04607 -2.37394 -0.13883
Rh -1.06823 -0.34830 -0.03506
P -2.82392 0.69507 -0.64780
H -1.91675 -1.75587 -2.18129
H 0.58949 -2.15879 -3.22849
H 2.00595 -3.45341 -1.30387
H -2.02487 -2.71738 0.17725
H 0.43372 -3.75830 0.86572
H -3.92156 0.13684 0.08047
H -3.10462 0.70187 -2.04149
H -2.65331 2.09290 -0.24243
C 2.43853 2.42697 0.54964
C 1.21134 1.75416 1.11513
C 0.69026 2.49269 2.31204
O 0.73297 0.71758 0.64753
H 2.75052 3.24393 1.20919
H 2.24110 2.85604 -0.44127
H 3.25599 1.70445 0.47024
H -0.28990 2.96108 2.16152
H 0.64168 1.85255 3.19681
H 1.39404 3.29477 2.52587
*
```

Properties
⟨S²⟩: 6.047
Energy relative to the best compared isomer or geometry (same formula, charge and spin) (kcal per mole): 10.13
Gap between HOMO and LUMO (spin up / spin down) (eV): 3.895 / 6.465



Question: What is the formula in the eighth record?
Answer: C8H14O9Sr